1.
The following is a DFT calculation (the ωB97M-V functional and the def2-TZVPD basis) of a structure of composition C34H33F5N6SZr.

CARTESIAN COORDINATES (ANGSTROEM)
1 Zr -0.192 -0.935 -0.165
2 C 4.246 -1.394 -1.125
3 C 2.892 -1.003 -0.639
4 N 1.802 -1.133 -1.297
5 C 1.720 -1.785 -2.609
6 C 0.303 -1.660 -3.169
7 N -0.701 -2.075 -2.163
8 C -2.101 -1.772 -2.509
9 C -2.998 -2.039 -1.305
10 N -2.512 -1.358 -0.070
11 C -3.114 -0.038 0.257
12 C -2.495 0.514 1.546
13 N -1.038 0.376 1.503
14 C -0.259 0.805 2.427
15 C -0.728 1.542 3.634
16 C 1.200 0.530 2.224
17 C 2.216 0.910 3.090
18 C 3.526 0.603 2.745
19 C 3.809 -0.039 1.548
20 C 2.752 -0.383 0.717
21 N 1.496 -0.118 1.092
22 H 4.185 -2.115 -1.935
23 H 4.831 -1.835 -0.320
24 H 4.783 -0.512 -1.488
25 H 1.991 -2.839 -2.484
26 H 2.422 -1.336 -3.314
27 H 0.213 -2.258 -4.079
28 H 0.089 -0.620 -3.418
29 H -0.589 -3.069 -1.959
30 H -2.434 -2.358 -3.370
31 H -2.134 -0.721 -2.794
32 H -3.004 -3.109 -1.091
33 H -4.027 -1.748 -1.529
34 H -2.694 -1.979 0.715
35 H -4.196 -0.129 0.379
36 H -2.915 0.635 -0.577
37 H -2.875 -0.037 2.413
38 H -2.781 1.561 1.668
39 H -0.839 2.602 3.383
40 H -0.031 1.465 4.462
41 H -1.697 1.171 3.964
42 H 2.006 1.439 4.007
43 H 4.333 0.881 3.409
44 H 4.830 -0.251 1.271
45 F -1.405 -5.790 5.074
46 C -0.888 -5.252 3.983
47 C -1.176 -3.938 3.652
48 F -1.972 -3.191 4.416
49 C -0.621 -3.413 2.505
50 F -0.914 -2.107 2.189
51 C 0.211 -4.110 1.653
52 S 0.941 -3.352 0.249
53 C 0.483 -5.429 2.009
54 F 1.281 -6.164 1.246
55 C -0.054 -5.996 3.157
56 F 0.228 -7.247 3.470
57 N -0.410 0.756 -1.244
58 C -0.336 2.012 -1.444
59 C -1.148 2.759 -2.425
60 C -2.302 2.202 -2.980
61 C -3.045 2.904 -3.908
62 C -2.635 4.172 -4.306
63 C -1.489 4.735 -3.767
64 C -0.750 4.037 -2.825
65 C 0.606 2.789 -0.571
66 C 1.974 2.550 -0.606
67 C 2.820 3.230 0.259
68 C 2.301 4.132 1.178
69 C 0.934 4.372 1.216
70 C 0.089 3.714 0.333
71 H -2.619 1.217 -2.665
72 H -3.944 2.472 -4.326
73 H -3.215 4.720 -5.036
74 H -1.170 5.719 -4.081
75 H 0.144 4.481 -2.409
76 H 2.377 1.856 -1.334
77 H 3.890 3.073 0.202
78 H 2.963 4.670 1.844
79 H 0.531 5.098 1.911
80 H -0.973 3.932 0.332

As for the total charge: +2. For the HOMO energy, the calculation gives -13.04 eV.

***

2.
The following is a DFT calculation (the ωB97M-V functional and the def2-TZVPD basis) of an isolated molecule of C15H18N2.

CARTESIAN COORDINATES (ANGSTROEM)
1 C 0.917 3.878 1.792
2 C 0.706 2.399 1.941
3 C -0.381 1.777 1.352
4 C -0.604 0.411 1.466
5 C 0.306 -0.344 2.190
6 C 1.394 0.254 2.793
7 C 1.611 1.625 2.681
8 N 2.748 2.197 3.236
9 H 2.675 3.172 3.478
10 H 3.197 1.639 3.946
11 H 2.094 -0.343 3.361
12 H 0.160 -1.409 2.295
13 C -1.777 -0.238 0.777
14 C -1.365 -0.676 -0.606
15 C -1.463 0.188 -1.686
16 C -1.054 -0.210 -2.943
17 C -0.524 -1.480 -3.156
18 C -0.408 -2.358 -2.070
19 C -0.831 -1.939 -0.821
20 H -0.745 -2.623 0.012
21 C 0.169 -3.731 -2.264
22 H 1.166 -3.669 -2.697
23 H -0.456 -4.328 -2.932
24 H 0.237 -4.252 -1.312
25 N -0.055 -1.836 -4.413
26 H -0.059 -2.821 -4.619
27 H -0.400 -1.265 -5.170
28 H -1.142 0.469 -3.781
29 H -1.872 1.179 -1.549
30 H -2.109 -1.104 1.353
31 H -2.603 0.472 0.707
32 H -1.080 2.379 0.787
33 H 0.855 4.381 2.760
34 H 0.159 4.306 1.141
35 H 1.898 4.083 1.364

As for the SMILES: Cc1cc(Cc2ccc(N)c(C)c2)ccc1N. For the HOMO energy, the calculation gives -7.39 eV.

***

3.
The following is a DFT calculation (the ωB97M-V functional and the def2-TZVPD basis) of a structure of composition C5H11NO2.

CARTESIAN COORDINATES (ANGSTROEM)
1 C -0.411 -1.235 -0.277
2 C -0.224 -0.939 1.091
3 C 0.708 1.777 1.439
4 C 0.667 -1.968 -1.042
5 C -0.233 0.610 -0.788
6 N -1.463 1.022 -1.279
7 O -0.326 0.926 0.962
8 O 0.823 0.860 -1.321
9 H -1.428 -1.482 -0.567
10 H -2.195 1.113 -0.591
11 H -1.391 1.800 -1.921
12 H -1.042 -1.044 1.793
13 H 0.771 -1.001 1.522
14 H 1.660 1.554 0.948
15 H 0.451 2.822 1.247
16 H 0.794 1.633 2.519
17 H 0.652 -3.040 -0.825
18 H 1.656 -1.578 -0.793
19 H 0.530 -1.831 -2.116

For the HOMO energy, the calculation gives -8.36 eV.

***

4.
The following is a DFT calculation (the ωB97M-V functional and the def2-TZVPD basis) of a cluster of 12 separate species, C5H37N2O11 in total.

CARTESIAN COORDINATES (ANGSTROEM)
1 N 1.237 -2.044 1.768
2 C 0.265 -0.907 1.399
3 C -1.040 -1.112 2.149
4 C -0.778 -0.863 3.691
5 C -1.995 -0.011 1.683
6 C 1.045 0.425 1.477
7 N 2.311 0.227 0.841
8 H 2.135 -1.627 2.021
9 H 1.355 -2.611 0.901
10 H 0.956 -2.677 2.513
11 H 0.134 -1.032 0.320
12 H -1.467 -2.113 2.082
13 H -1.603 -0.380 4.228
14 H -0.033 -0.067 3.772
15 H -0.697 -1.804 4.225
16 H -3.039 -0.303 1.711
17 H -1.938 0.121 0.582
18 H -1.826 0.938 2.197
19 H 1.220 0.653 2.541
20 H 0.380 1.205 1.094
21 H 2.261 0.372 -0.182
22 H 3.142 0.792 0.981
23 H 0.610 -1.386 -2.567
24 H -0.507 -1.193 -1.574
25 O 0.289 -1.726 -1.698
26 H 3.370 -1.183 -1.922
27 H 4.120 -2.328 -2.434
28 O 3.255 -1.891 -2.578
29 H 0.441 0.006 -4.566
30 H -0.562 0.338 -3.461
31 O 0.399 -0.057 -3.610
32 H -2.273 0.950 -2.617
33 H -2.480 -0.320 -3.383
34 O -2.023 0.545 -3.499
35 H -1.387 -3.168 -1.496
36 H -2.801 -3.342 -2.013
37 O -2.113 -2.669 -1.880
38 H -2.890 2.109 -0.529
39 H -3.806 1.969 -1.741
40 O -3.176 1.465 -1.219
41 H 0.557 3.705 0.934
42 H 0.807 3.841 -0.547
43 O 0.416 4.314 0.191
44 H 0.393 3.941 2.913
45 H 1.417 2.766 2.667
46 O 0.649 3.233 2.312
47 H 2.560 -3.829 -0.736
48 H 1.261 -3.167 -1.283
49 O 1.645 -3.665 -0.538
50 H 1.693 1.383 -1.991
51 H 1.955 0.065 -2.624
52 O 2.373 0.693 -1.989
53 H -2.413 3.775 1.235
54 H -1.455 3.941 -0.042
55 O -2.350 3.706 0.290

As for the total charge: +1. For the HOMO energy, the calculation gives -13.03 eV.

***

5.
The following is a DFT calculation (the ωB97M-V functional and the def2-TZVPD basis) of an isolated molecule of C18H21N5O2S.

CARTESIAN COORDINATES (ANGSTROEM)
1 O 2.387 5.238 -2.193
2 O 0.251 -0.753 3.789
3 N -0.237 3.767 -4.322
4 S 0.194 5.545 -6.217
5 C 1.576 4.411 -2.596
6 C -0.188 -1.802 3.346
7 C -0.580 4.116 -5.543
8 C 1.124 5.577 -4.769
9 C 0.793 4.576 -3.865
10 C -2.058 -5.983 2.745
11 C -1.713 -5.692 1.402
12 C -1.782 -5.037 3.742
13 C -1.178 -4.452 1.052
14 C -1.224 -3.822 3.406
15 C -0.872 -3.549 2.075
16 N -0.786 -2.721 4.141
17 N 1.354 3.276 -1.830
18 N 0.441 1.028 -0.513
19 N -0.276 -2.262 2.041
20 C 1.879 3.028 -0.509
21 C 0.868 2.217 0.256
22 C 1.414 -0.065 -0.615
23 C -0.960 0.612 -0.353
24 C 1.322 -0.907 0.668
25 C -1.128 -0.182 0.893
26 C -0.140 -1.401 0.844
27 H -1.394 3.606 -6.074
28 H 1.902 6.278 -4.554
29 H -2.512 -6.921 3.040
30 H -1.908 -6.395 0.614
31 H -2.081 -5.202 4.761
32 H -0.989 -4.164 0.053
33 H -1.026 -2.620 5.096
34 H 0.599 2.655 -2.189
35 H 2.001 3.974 0.076
36 H 2.830 2.508 -0.593
37 H 1.288 1.954 1.229
38 H -0.033 2.788 0.469
39 H 1.166 -0.730 -1.475
40 H 2.412 0.288 -0.859
41 H -1.642 1.475 -0.378
42 H -1.287 -0.017 -1.188
43 H 1.933 -1.803 0.634
44 H 1.684 -0.279 1.535
45 H -0.877 0.393 1.768
46 H -2.141 -0.496 0.985
47 H -0.404 -2.053 -0.026

As for the SMILES: O=C(NCCN1CCC(n2c(=O)[nH]c3ccccc32)CC1)c1cscn1. For the HOMO energy, the calculation gives -8.22 eV.

***

6.
The following is a DFT calculation (the ωB97M-V functional and the def2-TZVPD basis) of an isolated molecule of C5H12NOPS.

CARTESIAN COORDINATES (ANGSTROEM)
1 C -2.611 -1.738 0.767
2 C -2.865 -0.640 -0.183
3 C 1.616 2.208 -0.238
4 C 2.746 -0.124 -0.225
5 C 1.478 0.772 -0.629
6 N -0.207 -0.935 -0.386
7 O 0.346 0.344 0.114
8 P -0.804 -1.773 1.366
9 S -1.508 -0.608 -1.414
10 H -3.362 -1.721 1.591
11 H -2.734 -2.673 0.226
12 H -3.878 -0.578 -0.825
13 H -2.746 0.348 0.331
14 H 1.038 2.352 0.709
15 H 2.766 2.402 -0.088
16 H 1.290 2.967 -0.955
17 H 2.772 -1.103 -0.614
18 H 2.574 -0.124 0.913
19 H 3.712 0.442 -0.573
20 H 1.123 0.678 -1.696
21 H -0.746 -0.499 1.810

As for the SMILES: CC(C)ON1PCCS1. For the HOMO energy, the calculation gives -8.53 eV.

***

7.
The following is a DFT calculation (the ωB97M-V functional and the def2-TZVPD basis) of a structure of composition C20H32N4O6S2SbSe4Ti.

CARTESIAN COORDINATES (ANGSTROEM)
1 Ti -0.418 1.023 -0.506
2 O -1.243 4.709 1.925
3 C -0.799 3.590 1.353
4 O -1.528 2.658 1.082
5 C 0.653 3.559 1.075
6 C 1.540 4.597 1.225
7 C 2.860 4.391 0.818
8 C 3.235 3.170 0.301
9 C 2.258 2.187 0.165
10 N 1.012 2.389 0.539
11 C 2.471 0.818 -0.439
12 O 3.566 0.312 -0.486
13 O 1.337 0.247 -0.772
14 H -2.208 4.637 1.974
15 H 1.207 5.551 1.604
16 H 3.570 5.204 0.867
17 H 4.234 2.969 -0.056
18 C 0.603 -1.578 5.404
19 C 0.129 -1.579 3.954
20 C -1.114 -0.720 3.784
21 S -1.625 -0.397 2.087
22 O -0.334 0.109 1.458
23 C -1.882 -2.101 1.520
24 C -0.696 -2.732 0.809
25 C -1.065 -4.144 0.368
26 H 1.485 -2.207 5.526
27 H -0.172 -1.953 6.075
28 H 0.866 -0.569 5.728
29 H -0.081 -2.603 3.638
30 H 0.911 -1.194 3.298
31 H -0.951 0.278 4.200
32 H -1.989 -1.147 4.284
33 H -2.729 -2.041 0.839
34 H -2.186 -2.671 2.403
35 H 0.184 -2.747 1.454
36 H -0.438 -2.143 -0.071
37 H -1.350 -4.773 1.217
38 H -0.230 -4.623 -0.142
39 H -1.901 -4.119 -0.334
40 Se 3.299 2.702 -3.186
41 Sb 1.459 4.246 -3.390
42 Se -0.710 2.699 -1.986
43 Se 1.483 6.200 -2.015
44 Se 0.269 4.239 -5.459
45 C -3.345 -0.281 -2.519
46 C -3.263 0.462 -1.200
47 C -4.415 0.108 -0.271
48 O -2.024 0.162 -0.564
49 H -4.316 -0.113 -2.991
50 H -3.204 -1.352 -2.355
51 H -2.551 0.051 -3.186
52 H -3.288 1.540 -1.393
53 H -4.468 -0.972 -0.111
54 H -5.360 0.424 -0.717
55 H -4.303 0.605 0.694
56 C 3.264 -2.991 -0.787
57 C 2.290 -3.452 -1.870
58 C 1.589 -2.320 -2.550
59 N 0.333 -2.077 -2.413
60 N -0.090 -0.964 -3.098
61 C 0.871 -0.406 -3.779
62 N 0.709 0.636 -4.630
63 S 2.413 -1.172 -3.558
64 H 3.720 -3.851 -0.292
65 H 2.747 -2.382 -0.046
66 H 4.055 -2.365 -1.199
67 H 1.509 -4.077 -1.433
68 H 2.810 -4.062 -2.614
69 H -0.163 1.139 -4.530
70 H 1.501 1.264 -4.718

As for the total charge: -1. For the HOMO energy, the calculation gives -4.42 eV.

***

8.
The following is a DFT calculation (the ωB97M-V functional and the def2-TZVPD basis) of an isolated molecule of C11H16N2.

CARTESIAN COORDINATES (ANGSTROEM)
1 C -0.558 0.149 0.527
2 C -0.538 -0.341 1.878
3 C 0.345 -0.635 -0.436
4 C -1.937 0.467 -0.042
5 C 0.603 -0.151 2.721
6 C -0.236 -1.004 -1.835
7 C -2.075 0.858 -1.540
8 C 1.467 1.073 2.365
9 C -1.146 0.052 -2.478
10 C 1.839 0.941 0.799
11 C 0.612 0.773 -0.041
12 N 1.437 -2.706 0.084
13 N 1.165 -1.570 0.323
14 H -2.468 -0.478 0.104
15 H -2.367 1.200 0.489
16 H 0.362 -0.263 3.751
17 H 0.936 -1.136 2.343
18 H 0.495 -1.219 -2.613
19 H -0.736 -2.067 -1.770
20 H -3.090 0.762 -1.896
21 H -1.735 1.839 -1.682
22 H 0.819 1.898 2.465
23 H 2.355 1.250 3.031
24 H -0.400 0.723 -2.835
25 H -1.761 -0.480 -3.196
26 H 2.313 1.885 0.470
27 H 2.536 0.072 0.663
28 H 0.586 1.404 -0.885
29 H 1.178 -3.296 -0.761

For the HOMO energy, the calculation gives -7.47 eV.

***

9.
The following is a DFT calculation (the ωB97M-V functional and the def2-TZVPD basis) of a structure of composition C5H7NOS.

CARTESIAN COORDINATES (ANGSTROEM)
1 C 0.898 0.047 0.010
2 C -0.002 1.292 -0.005
3 C -1.855 0.018 -0.984
4 C -1.176 -1.055 -0.011
5 C -1.655 -0.172 1.029
6 H 0.332 1.943 0.842
7 H 0.215 2.108 -0.835
8 H -2.978 -0.186 -0.892
9 H -1.454 0.165 -2.013
10 H -1.428 -2.055 0.107
11 H -2.662 -0.204 1.245
12 H -1.098 0.004 1.876
13 N -1.448 1.026 0.083
14 O 0.196 -1.123 -0.144
15 S 2.523 -0.047 0.001

For the HOMO energy, the calculation gives -8.68 eV.

***

10.
The following is a DFT calculation (the ωB97M-V functional and the def2-TZVPD basis) of an isolated molecule of C19H23ClN2O5.

CARTESIAN COORDINATES (ANGSTROEM)
1 C 0.637 -1.283 1.818
2 H 0.052 -2.199 1.803
3 H 1.363 -1.346 2.626
4 H -0.029 -0.447 2.019
5 C 1.340 -1.090 0.474
6 N 2.175 0.096 0.478
7 C 1.700 1.348 0.332
8 O 2.400 2.344 0.424
9 C 0.245 1.518 0.062
10 N -0.441 0.848 -0.832
11 O -1.689 1.359 -0.854
12 C -1.779 2.359 0.040
13 C -0.571 2.514 0.657
14 H -0.286 3.217 1.410
15 C -3.110 3.003 0.244
16 O -3.919 2.216 1.110
17 C -4.278 0.985 0.601
18 C -3.665 -0.162 1.082
19 C -4.013 -1.418 0.620
20 C -4.995 -1.549 -0.356
21 C -5.625 -0.403 -0.844
22 C -5.271 0.843 -0.371
23 Cl -6.094 2.234 -0.979
24 H -6.392 -0.511 -1.593
25 O -5.417 -2.721 -0.890
26 C -4.819 -3.919 -0.450
27 H -4.985 -4.080 0.620
28 H -5.306 -4.713 -1.013
29 H -3.745 -3.932 -0.660
30 H -3.508 -2.280 1.025
31 H -2.905 -0.056 1.841
32 H -2.991 3.962 0.750
33 H -3.601 3.148 -0.726
34 C 3.579 -0.079 0.784
35 H 3.693 -0.832 1.569
36 H 3.967 0.875 1.148
37 C 4.395 -0.518 -0.447
38 C 4.461 0.578 -1.529
39 H 3.871 0.317 -2.405
40 C 5.956 0.684 -1.837
41 H 6.261 1.689 -2.116
42 C 6.570 0.230 -0.515
43 H 7.576 -0.179 -0.609
44 O 5.729 -0.811 -0.059
45 H 6.582 1.057 0.210
46 H 6.235 -0.009 -2.632
47 H 4.088 1.518 -1.126
48 H 3.971 -1.450 -0.844
49 H 0.604 -1.007 -0.327
50 H 1.983 -1.947 0.269

As for the SMILES: CCN(C[C@H]1CCCO1)C(=O)c1cc(COc2ccc(OC)cc2Cl)on1. For the HOMO energy, the calculation gives -8.66 eV.

***

11.
The following is a DFT calculation (the ωB97M-V functional and the def2-TZVPD basis) of a structure of composition CH22Mn2O14.

CARTESIAN COORDINATES (ANGSTROEM)
1 Mn -24.431 -9.975 22.904
2 Mn -25.256 -14.015 24.071
3 C -26.340 -11.631 23.847
4 O -26.771 -12.584 24.640
5 O -26.362 -10.386 24.118
6 O -25.272 -12.011 23.201
7 O -26.108 -15.341 25.489
8 H -25.767 -15.871 26.222
9 H -27.012 -15.091 25.741
10 O -26.348 -14.778 22.444
11 H -26.262 -14.338 21.590
12 H -26.926 -15.540 22.291
13 O -24.706 -10.552 20.774
14 H -24.829 -11.386 20.309
15 H -24.271 -9.972 20.135
16 O -25.725 -8.346 22.164
17 H -26.699 -8.484 22.295
18 H -25.654 -7.448 21.823
19 O -25.674 -12.418 27.293
20 H -26.075 -12.319 26.418
21 H -24.826 -11.968 27.261
22 O -22.543 -11.019 23.023
23 H -22.264 -11.912 23.250
24 H -21.722 -10.554 22.809
25 O -26.364 -6.967 24.950
26 H -26.264 -7.867 24.629
27 H -25.736 -6.868 25.670
28 O -29.472 -13.418 23.941
29 H -30.059 -12.731 23.613
30 H -28.606 -13.013 24.064
31 O -28.369 -8.639 22.491
32 H -28.929 -9.123 21.875
33 H -28.449 -9.083 23.345
34 O -23.785 -8.907 24.704
35 H -23.245 -8.105 24.718
36 H -23.460 -9.436 25.444
37 O -28.243 -10.159 26.258
38 H -28.451 -10.967 26.736
39 H -27.620 -10.401 25.566

The multiplicity is 11. As for the total charge: +2. For the HOMO energy (spin up / spin down), the calculation gives -15.39 / -15.39 eV.

***

E_tot / eV: -70428.3451; -18828.2670; -10945.5037; -31282.8550; -41388.6125; -29037.5951; -352221.3453; -14639.6781; -19668.3288; -45814.4092; -92688.6750